Entry 1:
{"formula": "CH12O6", "method": "ωB97M-V/def2-TZVPD", "relative_energy_kcal_mol": 0.0, "energy_ha": -496.32237, "total_charge": 1, "multiplicity": 2, "elements": ["O", "C", "H", "H", "H", "H", "O", "H", "H", "O", "H", "H", "O", "H", "H", "O", "H", "H", "O"], "xyz": [[2.284, 0.506, -0.900], [2.842, 0.580, 0.128], [3.788, 1.145, 0.276], [2.570, -0.042, 1.032], [-0.176, -0.152, 1.821], [0.433, -0.591, 3.122], [0.689, -0.391, 2.211], [-1.790, -1.932, -0.203], [-0.893, -1.488, -1.323], [-1.784, -1.386, -1.007], [-3.358, 1.665, -1.308], [-2.377, 0.504, -1.300], [-2.540, 1.397, -0.943], [1.954, -2.748, -1.179], [1.525, -1.422, -1.253], [1.134, -2.293, -1.397], [-1.956, 1.867, 0.746], [-2.016, 2.549, 2.125], [-1.586, 1.848, 1.630]], "nbo_charge": [-0.05, 0.29, 0.31, 0.35, 0.51, 0.50, -0.96, 0.48, 0.48, -0.96, 0.48, 0.51, -0.98, 0.48, 0.43, -0.90, 0.51, 0.48, -0.96]}

Entry 2:
{"formula": "C28H51ClF9NO6S", "method": "ωB97M-V/def2-TZVPD", "relative_energy_kcal_mol": 131.2, "energy_ha": -3360.35794, "elements": ["C", "C", "C", "O", "C", "C", "C", "O", "Cl", "N", "C", "C", "C", "C", "C", "F", "F", "C", "F", "F", "S", "F", "F", "F", "F", "F", "H", "H", "H", "H", "H", "H", "H", "H", "H", "H", "H", "H", "H", "H", "H", "H", "H", "H", "H", "C", "C", "C", "O", "C", "H", "H", "H", "H", "H", "H", "H", "H", "C", "C", "C", "O", "C", "H", "H", "H", "H", "H", "H", "H", "H", "C", "C", "C", "O", "C", "H", "H", "H", "H", "H", "H", "H", "H", "C", "C", "C", "O", "C", "H", "H", "H", "H", "H", "H", "H", "H"], "xyz": [[-1.736, 6.066, 1.136], [-1.661, 6.074, -0.510], [-3.228, 5.819, -1.032], [-4.123, 6.675, -0.227], [-5.516, 6.203, -0.257], [-6.004, 5.989, 1.328], [-6.120, 4.357, 1.534], [-5.401, 3.757, 2.493], [-7.235, 3.280, 0.453], [-0.710, 5.056, -1.103], [0.756, 5.509, -0.954], [1.459, 4.443, 0.076], [3.027, 4.048, -0.352], [3.099, 3.071, -1.672], [2.853, 1.456, -1.309], [1.673, 1.071, -2.171], [2.503, 1.453, 0.156], [4.225, 0.643, -1.668], [4.290, 0.519, -3.170], [5.486, 1.367, -1.255], [4.370, -1.081, -0.971], [2.685, -1.313, -0.806], [4.591, -0.557, 0.645], [6.106, -1.004, -1.147], [4.213, -1.691, -2.602], [4.588, -2.697, -0.418], [-2.648, 5.464, 1.575], [-0.757, 5.644, 1.618], [-1.843, 7.200, 1.480], [-1.363, 7.153, -0.858], [-3.512, 4.670, -0.996], [-3.292, 6.224, -2.142], [-5.628, 5.208, -0.879], [-6.268, 6.994, -0.740], [-5.211, 6.416, 2.099], [-7.079, 6.461, 1.493], [-0.931, 4.827, -2.098], [1.244, 5.566, -2.019], [0.755, 6.562, -0.408], [0.857, 3.419, -0.047], [1.376, 4.727, 1.211], [3.673, 3.693, 0.559], [3.503, 5.088, -0.695], [2.223, 3.440, -2.395], [4.093, 3.261, -2.258], [-10.372, -0.488, -1.890], [-10.954, 0.873, -2.171], [-9.981, 1.788, -1.459], [-8.701, 1.143, -1.495], [-8.885, -0.211, -1.933], [-10.683, -1.255, -2.603], [-10.661, -0.815, -0.884], [-10.932, 1.071, -3.249], [-11.984, 0.992, -1.823], [-10.258, 1.921, -0.407], [-9.911, 2.773, -1.929], [-8.497, -0.287, -2.955], [-8.313, -0.887, -1.292], [-10.248, -2.286, 3.297], [-9.262, -1.165, 3.498], [-9.121, -0.612, 2.097], [-10.375, -0.829, 1.435], [-11.167, -1.714, 2.240], [-10.776, -2.575, 4.209], [-9.731, -3.169, 2.905], [-9.695, -0.404, 4.158], [-8.310, -1.488, 3.927], [-8.349, -1.148, 1.534], [-8.881, 0.455, 2.089], [-11.972, -1.124, 2.691], [-11.613, -2.487, 1.608], [8.490, -4.157, 0.744], [8.466, -2.709, 0.326], [9.656, -2.145, 1.071], [10.611, -3.207, 1.196], [9.974, -4.438, 0.826], [7.967, -4.822, 0.053], [8.034, -4.264, 1.735], [8.632, -2.633, -0.755], [7.531, -2.197, 0.566], [9.378, -1.825, 2.081], [10.113, -1.298, 0.551], [10.375, -4.741, -0.148], [10.215, -5.213, 1.559], [10.457, -8.471, -0.698], [10.883, -8.479, 0.747], [11.929, -9.572, 0.762], [12.541, -9.582, -0.535], [11.757, -8.763, -1.414], [9.997, -7.531, -1.016], [9.741, -9.281, -0.878], [11.345, -7.517, 1.002], [10.064, -8.662, 1.446], [11.474, -10.555, 0.924], [12.693, -9.411, 1.528], [12.321, -7.843, -1.605], [11.606, -9.283, -2.364]], "mulliken_charge": [-0.57, -0.01, -0.60, -0.29, -0.45, -0.24, 0.27, -0.49, -0.04, -0.32, -0.52, -0.43, -0.63, -0.81, 0.88, -0.29, -0.29, 0.64, -0.25, -0.25, 1.21, -0.29, -0.29, -0.32, -0.33, -0.31, 0.08, 0.18, 0.22, 0.19, 0.37, 0.26, 0.33, 0.24, 0.24, 0.32, 0.26, 0.28, 0.31, 0.23, 0.23, 0.32, 0.33, 0.28, 0.36, 0.04, -0.66, -0.44, -0.34, -0.54, 0.37, -0.17, 0.30, 0.32, 0.27, 0.33, 0.33, 0.23, -0.55, -0.56, -0.34, -0.30, -0.50, 0.34, 0.27, 0.26, 0.34, 0.24, 0.21, 0.30, 0.26, -0.55, -0.15, -0.56, -0.44, -0.08, 0.32, 0.31, 0.20, 0.09, 0.30, 0.28, 0.11, 0.14, -0.50, -0.29, -0.48, -0.40, -0.44, 0.29, 0.29, 0.08, 0.38, 0.26, 0.28, 0.26, 0.28]}

Entry 3:
{"formula": "C33H47AsBrN2O3S2Tm", "method": "ωB97M-V/def2-TZVPD", "energy_ha": -8311.87289, "total_charge": 2, "multiplicity": 3, "elements": ["Tm", "O", "C", "C", "C", "C", "C", "C", "C", "O", "N", "N", "C", "C", "Br", "C", "C", "C", "C", "C", "C", "C", "H", "H", "H", "H", "H", "H", "H", "H", "H", "H", "H", "H", "H", "H", "C", "C", "C", "C", "C", "C", "C", "C", "C", "C", "C", "C", "H", "H", "H", "H", "H", "H", "H", "H", "H", "H", "H", "H", "H", "H", "H", "H", "H", "H", "C", "As", "C", "C", "S", "H", "H", "H", "H", "H", "H", "H", "H", "H", "C", "S", "C", "O", "H", "H", "H", "H", "H", "H"], "xyz": [[-0.349, -0.098, 0.258], [-3.680, 0.861, -0.029], [-4.443, 0.150, -0.929], [-5.817, 0.320, -0.902], [-6.615, -0.410, -1.771], [-6.048, -1.298, -2.672], [-4.673, -1.461, -2.697], [-3.860, -0.754, -1.821], [-2.355, -0.930, -1.841], [-1.787, -1.166, -0.611], [-1.794, 0.349, -2.383], [-0.481, 0.521, -2.146], [0.273, 1.247, -2.996], [1.596, 1.526, -2.741], [2.192, 0.955, -0.986], [2.466, 2.188, -3.626], [3.886, 2.366, -3.567], [4.450, 3.499, -4.186], [5.817, 3.687, -4.191], [6.656, 2.733, -3.623], [6.118, 1.590, -3.040], [4.751, 1.409, -2.998], [-2.768, 0.849, -0.346], [-6.255, 1.034, -0.216], [-7.688, -0.278, -1.746], [-6.672, -1.856, -3.356], [-4.218, -2.152, -3.398], [-2.094, -1.732, -2.547], [-2.120, 0.579, -3.321], [-0.135, 1.636, -3.928], [1.985, 2.633, -4.493], [3.800, 4.234, -4.643], [6.235, 4.574, -4.647], [7.729, 2.872, -3.652], [6.776, 0.833, -2.634], [4.343, 0.498, -2.580], [4.807, -1.172, 0.420], [3.351, -1.452, 0.698], [2.578, -2.168, -0.226], [3.138, -2.522, -1.580], [1.268, -2.553, 0.099], [0.512, -3.500, -0.805], [0.741, -2.243, 1.378], [-0.500, -2.972, 1.861], [1.510, -1.477, 2.288], [1.089, -1.375, 3.738], [2.784, -1.022, 1.904], [3.575, -0.124, 2.825], [4.935, -0.272, -0.190], [5.264, -2.008, -0.104], [5.360, -1.033, 1.344], [3.304, -3.597, -1.671], [4.081, -2.020, -1.772], [2.446, -2.224, -2.369], [-0.552, -3.277, -0.839], [0.626, -4.521, -0.431], [0.888, -3.483, -1.823], [-0.205, -3.969, 2.200], [-1.234, -3.103, 1.068], [-0.977, -2.461, 2.693], [0.347, -0.600, 3.919], [1.947, -1.174, 4.373], [0.671, -2.325, 4.069], [4.236, -0.705, 3.474], [2.920, 0.466, 3.462], [4.196, 0.565, 2.254], [-4.987, 0.843, 2.845], [-3.543, -0.444, 2.808], [-3.564, -1.086, 4.635], [-4.029, -1.999, 1.759], [-1.635, 0.491, 2.568], [-5.926, 0.291, 2.877], [-4.962, 1.496, 1.980], [-4.881, 1.429, 3.756], [-4.562, -1.458, 4.868], [-3.317, -0.264, 5.304], [-2.838, -1.884, 4.776], [-5.074, -1.898, 1.468], [-3.906, -2.877, 2.389], [-3.410, -2.081, 0.872], [1.095, 3.389, 2.036], [0.046, 3.548, 0.580], [-1.378, 4.291, 1.392], [-0.403, 2.121, 0.290], [1.307, 4.387, 2.419], [2.026, 2.914, 1.731], [0.578, 2.788, 2.784], [-1.113, 5.304, 1.697], [-1.666, 3.682, 2.247], [-2.184, 4.328, 0.662]], "mulliken_spin": [2.03, 0.00, 0.00, 0.00, 0.00, 0.00, 0.00, 0.00, 0.00, -0.01, 0.00, 0.00, 0.00, 0.00, 0.00, 0.00, 0.00, 0.00, 0.00, 0.00, 0.00, 0.00, 0.00, 0.00, 0.00, 0.00, 0.00, 0.00, 0.00, 0.00, 0.00, 0.00, 0.00, 0.00, 0.00, 0.00, 0.00, 0.00, 0.00, 0.00, 0.00, 0.00, -0.01, 0.00, 0.00, 0.00, 0.00, 0.00, 0.00, 0.00, 0.00, 0.00, 0.00, 0.00, 0.00, 0.00, 0.00, 0.00, 0.00, 0.00, 0.00, 0.00, 0.00, 0.00, 0.00, 0.00, 0.00, 0.00, 0.00, 0.00, 0.00, 0.00, 0.00, 0.00, 0.00, 0.00, 0.00, 0.00, 0.00, 0.00, 0.00, 0.00, 0.00, 0.00, 0.00, 0.00, 0.00, 0.00, 0.00, 0.00]}

Entry 4:
{"formula": "C5H9N", "method": "ωB97M-V/def2-TZVPD", "relative_energy_kcal_mol": 58.2, "energy_ha": -250.57422, "elements": ["C", "C", "C", "C", "C", "N", "H", "H", "H", "H", "H", "H", "H", "H", "H"], "xyz": [[-2.272, 0.250, 0.267], [-1.198, -0.778, -0.065], [0.164, -0.414, 0.522], [3.014, 0.624, -0.736], [0.669, 0.916, 0.006], [1.826, 0.898, -0.359], [-2.396, 0.342, 1.353], [-1.985, 1.233, -0.116], [-3.240, -0.026, -0.161], [-1.481, -1.764, 0.320], [-1.104, -0.891, -1.153], [0.082, -0.317, 1.611], [0.903, -1.208, 0.325], [3.189, 0.329, -1.760], [3.829, 0.807, -0.054]], "nbo_charge": [-0.61, -0.39, -0.47, -0.26, 0.16, -0.28, 0.20, 0.22, 0.21, 0.20, 0.20, 0.23, 0.20, 0.20, 0.20]}